Below is an isolated molecule of C5H9NO, with properties calculated with ωB97M-V with the def2-TZVPD basis set.

Values from the calculation:
**Kohn-Sham gap**: 10.49 eV
**E_HOMO**: -9.622 eV
**E_tot**: -8868.42287 eV
**SMILES**: CC1(C)CNC1=O

ORCA input file:
```
! RIJCOSX wB97M-V def2-TZVPD def2/J DEFGRID3
* xyz 0 1
C -0.71132 0.77517 -1.29853
C 0.01004 0.17066 -0.10547
C 1.19862 0.99777 0.38104
C -0.83652 -0.42693 1.05425
N -0.07900 -1.67699 0.87289
C 0.44768 -1.28269 -0.33229
O 0.99287 -1.87542 -1.23064
H -0.16224 0.51428 -2.20914
H -0.77604 1.86593 -1.23168
H -1.72612 0.37654 -1.39994
H 0.89483 2.00850 0.67340
H 1.94994 1.07964 -0.41113
H 1.67444 0.51900 1.24411
H -0.74445 0.06538 2.02725
H -1.89721 -0.52690 0.79727
H -0.27316 -2.62706 1.16003
*
```



Below is an isolated molecule of C6H9NO3 at a distorted geometry, with properties calculated with ωB97M-V with the def2-TZVPD basis set.

Values from the calculation:
**Kohn-Sham gap**: 9.59 eV
**E_HOMO**: -8.816 eV
**E_tot**: -13997.05257 eV
**SMILES**: C=C[C@@]1(O)CCN(O)C1=O

ORCA input file:
```
! RIJCOSX wB97M-V def2-TZVPD def2/J DEFGRID3
* xyz 0 1
C -0.35960 -1.21954 -0.14569
C -2.45466 1.27466 0.40477
C -1.13888 1.11313 0.57481
C 1.26787 0.75973 -0.16052
C 1.98020 -0.55295 0.13570
C -0.22034 0.51367 -0.37342
N 0.85910 -1.54747 0.25758
O -1.38192 -1.81451 -0.33765
O -0.55390 0.73103 -1.71294
O 1.02595 -2.86766 0.72465
H -3.16463 1.63378 1.22628
H -3.12056 1.28997 -0.54608
H -0.76435 1.36213 1.64335
H 1.49111 1.53623 0.63379
H 1.69470 1.22849 -1.10968
H 2.61962 -0.70463 -0.61682
H 2.50897 -0.53863 1.09366
H -1.38755 1.24117 -1.68443
H 1.09886 -3.43861 -0.00738
*
```



Below is a structure of composition C9H21Cl2IrO3P2 at a distorted geometry, with properties calculated with ωB97M-V with the def2-TZVPD basis set.

Values from the calculation:
**Kohn-Sham gap (alpha / beta)**: 5.63 / 5.00 eV
**E_HOMO (alpha / beta)**: -17.992 / -20.719 eV
**E_tot**: -62242.71512 eV

ORCA input file:
```
! RIJCOSX wB97M-V def2-TZVPD def2/J DEFGRID3
* xyz 3 6
C 1.05338 -4.06625 -1.24168
C 0.83282 -3.01850 -0.24780
H 0.09739 -4.56691 -1.55126
H 1.83586 -4.74183 -0.77118
H 1.48228 -3.74275 -2.27794
O -0.28514 -2.62483 -0.08497
Cl 2.04589 -1.73848 -0.31860
Ir -1.07979 1.60005 -0.14321
P -0.36275 1.19020 -2.26557
C -1.64048 1.76996 -3.48829
C 1.21401 2.11460 -2.56139
H 1.15341 -0.71455 -2.66682
H 0.29657 -0.24648 -4.14310
H -0.52460 -1.20539 -2.90221
C 0.18324 -0.38978 -3.05682
H 1.99471 1.64316 -1.95127
H 1.49644 2.07013 -3.62208
H -1.20007 1.85329 -4.47670
H -2.02798 2.74443 -3.16711
H 1.07481 3.15074 -2.24358
H -2.46721 1.04646 -3.51996
C -2.82776 1.33383 -0.52149
O -3.97310 1.50183 -0.58959
Cl 0.43461 3.21587 0.41664
C -0.94159 -1.03931 4.00172
P -0.14221 0.22520 2.91710
C -0.14531 1.88400 3.66585
C 1.49399 -0.45089 2.80772
O -0.95503 0.25809 1.61498
H -0.22338 -1.81900 4.20868
H -1.78134 -1.44865 3.44937
H -1.25468 -0.57306 4.92533
H -0.17814 1.80769 4.74995
H 0.75356 2.41810 3.37027
H -1.02272 2.40591 3.27871
H 1.49292 -1.40776 2.23716
H 2.22360 0.25697 2.33497
H 1.87379 -0.69611 3.83418
*
```



Below is a cluster of 5 separate species, C40H81N2O11 in total, with properties calculated with ωB97M-V with the def2-TZVPD basis set.

Values from the calculation:
**Kohn-Sham gap**: 8.52 eV
**E_HOMO**: -11.445 eV
**E_tot**: -68290.84067 eV

ORCA input file:
```
! RIJCOSX wB97M-V def2-TZVPD def2/J DEFGRID3
* xyz 1 1
C 5.15602 -2.35188 0.30891
C 4.30438 -2.44064 -0.97236
C 3.49671 -3.74722 -1.08281
C 2.04866 -3.52703 -1.52015
C 1.91625 -2.79827 -2.85406
C 0.49672 -2.33021 -3.15586
C 0.03603 -1.24142 -2.18314
C -0.96455 -0.26218 -2.80590
N -1.83071 0.45359 -1.85666
C -2.92742 -0.34974 -1.31185
C -4.00759 -0.58778 -2.36900
C -5.17574 -1.48096 -1.93394
C -4.77711 -2.74945 -1.17706
C -5.86160 -3.80610 -1.26323
O -6.49344 -4.01077 -2.25142
O -6.08886 -4.48816 -0.11149
C -5.10717 -5.50038 0.20102
C -4.03566 -5.02319 1.18025
C -3.57709 0.41825 -0.17204
N -2.60343 0.78671 0.92979
C -1.18130 0.56305 0.51629
C -1.07453 1.17702 -0.86381
O -1.56229 2.48536 -0.64390
C -1.06463 3.49781 -1.53043
C -0.03665 4.42374 -0.88416
C -0.56719 4.97337 0.43932
C 1.41001 3.89574 -0.76934
C 1.67118 2.87380 0.35066
C 1.96178 3.37167 -2.09279
H 6.10880 -1.85465 0.11994
H 4.65064 -1.76675 1.08012
H 5.36422 -3.33862 0.72163
H 3.63112 -1.58108 -0.99379
H 4.96062 -2.32892 -1.83359
H 3.48181 -4.21587 -0.09599
H 3.99455 -4.44734 -1.75664
H 1.54030 -4.49312 -1.61196
H 1.53946 -2.98616 -0.71282
H 2.56643 -1.92109 -2.87871
H 2.27378 -3.46359 -3.64370
H 0.45436 -1.93525 -4.17490
H -0.19861 -3.17636 -3.12374
H 0.93161 -0.68798 -1.87633
H -0.37024 -1.69208 -1.27378
H -0.41941 0.49306 -3.37643
H -1.58969 -0.78798 -3.52526
H -2.56155 -1.32282 -0.94700
H -3.56114 -1.01462 -3.26455
H -4.38852 0.39740 -2.64982
H -5.88047 -0.90594 -1.32677
H -5.72456 -1.78706 -2.82348
H -4.59359 -2.55810 -0.12045
H -3.86826 -3.19048 -1.59951
H -5.67310 -6.32738 0.62306
H -4.66638 -5.86379 -0.72898
H -3.05549 -4.92580 0.71202
H -3.93489 -5.70789 2.02113
H -4.31175 -4.05226 1.59241
H -3.99247 1.34573 -0.56242
H -4.38135 -0.15910 0.28019
H -2.80564 0.25311 1.77184
H -2.70635 1.77680 1.15695
H -0.98277 -0.50685 0.52328
H -0.52688 1.06279 1.22611
H -0.02472 1.20073 -1.15162
H -1.92876 4.09326 -1.83002
H -0.68538 3.01827 -2.43522
H 0.01989 5.27631 -1.57113
H -0.79877 4.18947 1.16001
H -1.48357 5.53918 0.26278
H 0.15413 5.63765 0.91210
H 2.00622 4.77734 -0.51591
H 1.65349 1.84751 -0.02366
H 0.97903 2.98294 1.18430
H 2.67211 3.01888 0.76010
H 1.45927 2.46201 -2.42824
H 3.01774 3.11528 -1.97923
H 1.89484 4.12373 -2.88209
O -0.57620 6.59495 3.18751
C -1.45202 6.46676 3.99876
O -2.66159 6.03265 3.57403
C -3.76416 5.88139 4.48101
C -4.50709 7.18606 4.68198
C -1.26003 6.84995 5.44669
H -3.43460 5.44196 5.41838
H -4.42306 5.15803 3.99648
H -3.87236 7.93810 5.14940
H -5.37493 7.03018 5.32362
H -4.84809 7.58260 3.72572
H -1.42540 7.92325 5.53659
H -0.22711 6.64207 5.71140
H -1.90976 6.33142 6.14528
O -3.20873 3.76651 6.91038
C -4.23399 3.15095 7.03715
O -4.93518 3.29765 8.16505
C -6.22661 2.70711 8.38012
C -6.12643 1.28156 8.87671
C -4.71110 2.17993 5.97663
H -6.83812 2.79360 7.48130
H -6.68151 3.34100 9.13760
H -5.65759 0.62594 8.14191
H -7.12064 0.89231 9.09418
H -5.53199 1.24318 9.78854
H -4.20070 1.23118 6.14367
H -4.41319 2.58262 5.01027
H -5.78314 2.00488 5.97120
O 4.87570 -7.88363 -1.33712
C 5.55688 -7.86293 -2.32349
O 6.11185 -6.68865 -2.69028
C 7.06668 -6.57555 -3.74999
C 6.40756 -6.45410 -5.10805
C 5.75768 -9.08742 -3.18668
H 7.78064 -7.39891 -3.71071
H 7.61559 -5.66489 -3.51678
H 5.83733 -7.34754 -5.36166
H 7.16248 -6.30208 -5.87966
H 5.72488 -5.60439 -5.11760
H 4.90768 -9.16755 -3.86369
H 5.75994 -9.95789 -2.53662
H 6.67172 -9.08460 -3.77359
O 4.53945 -0.75438 -3.93214
C 5.32983 0.11810 -3.69693
O 5.11912 0.88325 -2.60520
C 6.06599 1.85756 -2.14804
C 5.91869 3.18221 -2.86577
C 6.50261 0.40518 -4.60288
H 7.08017 1.46399 -2.21488
H 5.83929 1.97271 -1.08897
H 6.12776 3.08953 -3.93145
H 6.60820 3.91472 -2.44627
H 4.90189 3.55855 -2.75431
H 6.15490 1.04344 -5.41477
H 6.83487 -0.53746 -5.02882
H 7.34505 0.88768 -4.11629
*
```